The following is a quantum chemistry calculation of a molecular structure, C22H58AsF6N6O12S4, from the Open Molecules 2025 dataset.

```
109
C22H58AsF6N6O12S4 (wB97M-V/def2-TZVPD)
N -12.460 -2.250 -31.313
H -13.184 -2.319 -32.013
H -12.290 -3.031 -30.696
H -12.517 -1.487 -30.652
H -11.629 -2.063 -31.856
N -7.397 -2.413 -18.754
H -8.393 -2.449 -18.591
H -6.915 -3.034 -18.120
H -6.874 -1.550 -18.706
H -7.234 -2.798 -19.673
N -6.641 2.498 -21.426
H -6.754 2.027 -22.312
H -6.309 3.441 -21.573
H -6.105 1.867 -20.847
H -7.438 2.820 -20.896
N -16.132 -2.166 -24.914
H -15.222 -2.349 -25.311
H -16.851 -1.985 -25.601
H -16.031 -1.469 -24.190
H -16.560 -3.006 -24.552
N -12.977 -6.331 -20.300
H -12.484 -5.747 -20.960
H -12.218 -6.803 -19.829
H -13.686 -6.952 -20.662
H -13.385 -5.781 -19.558
N -12.669 4.525 -24.996
H -13.203 4.105 -25.743
H -11.849 4.829 -25.500
H -12.353 3.814 -24.352
H -13.035 5.334 -24.515
C -10.925 -3.438 -24.694
C -11.214 -2.627 -25.708
C -10.520 -1.302 -25.896
O -10.782 -0.567 -26.881
C -9.627 -0.863 -25.009
C -9.209 -1.622 -23.898
C -10.117 -2.950 -23.542
O -10.026 -3.482 -22.397
O -8.156 -1.541 -23.319
O -11.901 -3.167 -26.682
H -11.293 -4.453 -24.710
H -9.284 0.143 -25.198
As -16.197 3.269 -30.010
F -14.828 2.116 -30.211
F -15.179 4.583 -30.725
F -17.574 4.460 -29.721
F -17.149 1.889 -29.408
F -15.558 3.564 -28.348
F -16.841 2.871 -31.619
C -6.023 -4.058 -30.150
C -6.001 -4.649 -31.540
C -7.167 -5.702 -31.695
S -8.210 -5.673 -30.142
O -7.915 -6.862 -29.378
O -9.569 -5.364 -30.577
C -7.404 -4.065 -29.539
H -5.357 -3.234 -29.895
H -5.520 -4.927 -29.728
H -5.014 -5.061 -31.749
H -6.206 -3.872 -32.277
H -7.017 -6.729 -32.030
H -7.930 -5.316 -32.371
H -7.655 -3.925 -28.487
H -7.920 -3.257 -30.057
C -5.251 6.857 -26.465
C -5.406 8.358 -26.661
C -6.899 8.646 -26.459
S -7.750 7.381 -27.392
O -7.984 7.746 -28.760
O -8.840 6.824 -26.623
C -6.413 6.186 -27.297
H -5.350 6.606 -25.409
H -4.275 6.448 -26.725
H -5.051 8.600 -27.663
H -4.834 9.023 -26.015
H -7.438 9.560 -26.706
H -7.138 8.212 -25.488
H -5.977 6.065 -28.289
H -6.683 5.272 -26.768
C -12.553 -11.938 -26.507
C -12.279 -10.639 -27.349
C -13.065 -9.502 -26.762
S -13.783 -10.178 -25.141
O -15.037 -10.828 -25.494
O -13.646 -9.351 -23.920
C -12.548 -11.525 -25.079
H -11.769 -12.667 -26.712
H -13.489 -12.335 -26.900
H -12.518 -10.901 -28.380
H -11.203 -10.465 -27.324
H -13.927 -9.097 -27.293
H -12.316 -8.731 -26.583
H -13.060 -12.155 -24.351
H -11.520 -11.303 -24.790
C 0.698 -0.142 -24.840
C 0.051 -0.513 -23.588
C -1.503 -0.589 -23.996
S -1.827 0.884 -25.021
O -2.452 1.914 -24.215
O -2.583 0.502 -26.235
C -0.003 1.218 -25.208
H 0.624 -0.929 -25.591
H 1.781 -0.105 -24.727
H 0.229 0.051 -22.673
H 0.418 -1.481 -23.248
H -2.362 -0.651 -23.327
H -1.720 -1.375 -24.719
H 0.245 1.877 -24.376
H 0.113 1.673 -26.192
```

Max |F| (eV Å⁻¹): 6.0
Charge: +3
Electronic energy (Ha): -6530.93827
Kohn-Sham gap (eV): 2.9
HOMO (eV): -10.81